Record 1
97
Properties=species:S:1:pos:R:3:forces:R:3:lowdin_charge:R:1 method="wB97M-V/def2-TZVPD" gap_ev=7.558 total_charge=+1 total_energy_ha=-6828.18660 homo_energy_ev=-9.80
Sc 0.3374 -1.1385 0.3446 -0.443 -0.384 0.132 0.672
C -2.4820 -1.5543 1.9229 -0.039 -0.050 -0.061 -0.159
C -2.2245 -1.0790 3.3351 -0.016 -0.060 0.046 -0.127
C -0.8560 -0.5542 3.6747 -0.062 0.119 -0.042 -0.282
C -0.6227 -0.2322 5.0101 0.008 0.020 0.001 -0.007
C 0.6142 0.2328 5.4046 -0.015 -0.008 0.015 -0.031
C 1.5944 0.3714 4.4358 0.037 -0.027 -0.009 -0.047
C 1.2850 0.0520 3.1318 0.001 -0.102 0.001 -0.146
N 0.0826 -0.4091 2.7301 0.215 0.002 0.121 0.074
N -1.4815 -2.4856 1.3367 -0.016 0.060 0.050 -0.202
C -2.1187 -3.2145 0.2279 -0.023 0.013 0.001 -0.150
C -2.5191 -2.2917 -0.8860 0.027 0.019 0.050 -0.303
C -3.4755 -2.6709 -1.8101 -0.020 -0.008 0.007 -0.004
C -3.7410 -1.8350 -2.8817 -0.007 -0.029 -0.001 -0.049
C -3.0497 -0.6410 -2.9773 -0.003 0.030 0.011 -0.045
C -2.1349 -0.3293 -1.9897 -0.052 0.028 0.052 -0.184
N -1.8662 -1.1272 -0.9555 0.185 0.049 -0.122 0.016
C -0.9609 -3.4690 2.2998 -0.034 0.047 0.045 -0.107
C 0.3818 -3.9738 1.8600 0.021 0.032 0.018 -0.265
C 0.7398 -5.3064 1.9009 -0.002 0.016 0.070 0.004
C 2.0425 -5.6538 1.5709 -0.001 -0.053 0.006 -0.025
C 2.9339 -4.6590 1.2179 0.031 0.044 -0.007 -0.023
C 2.4827 -3.3517 1.1666 0.022 0.054 0.062 -0.140
N 1.2310 -3.0094 1.4817 -0.002 -0.126 -0.234 0.017
H -2.5588 -0.6982 1.2539 0.032 0.023 0.000 0.100
H -3.4655 -2.0400 1.9217 -0.015 0.001 -0.022 0.139
H -2.4661 -1.8662 4.0534 0.011 -0.013 -0.002 0.126
H -2.9509 -0.2863 3.5350 0.009 0.014 -0.017 0.126
H -1.4249 -0.3605 5.7253 0.012 -0.003 0.007 0.126
H 0.8099 0.4788 6.4400 -0.004 -0.005 -0.008 0.120
H 2.5878 0.7248 4.6745 -0.010 0.004 0.009 0.119
H 2.0283 0.1504 2.3581 0.031 -0.009 -0.032 0.072
H -2.9980 -3.7583 0.5953 0.001 -0.031 -0.006 0.139
H -1.4083 -3.9463 -0.1676 0.006 0.018 -0.006 0.107
H -3.9870 -3.6179 -1.6970 0.006 0.006 -0.008 0.127
H -4.4684 -2.1164 -3.6316 -0.001 0.003 0.007 0.121
H -3.2133 0.0453 -3.7965 -0.005 -0.006 0.005 0.120
H -1.5964 0.6063 -2.0184 -0.009 -0.032 -0.008 0.031
H -1.6664 -4.2889 2.4698 -0.012 -0.019 -0.054 0.142
H -0.8006 -2.9783 3.2570 -0.027 -0.004 0.036 0.121
H 0.0153 -6.0550 2.1923 -0.001 0.003 -0.006 0.122
H 2.3513 -6.6907 1.5889 0.001 0.004 -0.003 0.119
H 3.9565 -4.8830 0.9505 -0.005 -0.005 0.004 0.119
H 3.1213 -2.5419 0.8432 -0.017 -0.026 0.004 0.074
Cl 3.7042 -1.7651 -1.7494 0.031 -0.009 -0.100 0.730
C 2.7687 -2.0217 -3.1887 0.008 -0.034 0.054 -0.659
C 3.3953 -1.7618 -4.3963 -0.012 0.002 0.026 -0.118
C 2.7121 -1.9631 -5.5823 0.017 0.013 -0.032 -0.079
C 1.4107 -2.4319 -5.5491 -0.015 -0.007 0.008 -0.117
C 0.8014 -2.6810 -4.3312 0.002 0.009 0.039 -0.679
Cl -0.8360 -3.2602 -4.3752 -0.014 0.012 0.012 0.694
C 1.4455 -2.4765 -3.0994 -0.015 0.148 -0.103 -0.697
S 0.6131 -2.8159 -1.5946 0.235 -0.158 0.134 0.649
H 4.4190 -1.4141 -4.3896 -0.006 0.002 -0.020 0.104
H 3.1959 -1.7662 -6.5295 -0.006 -0.005 0.010 0.110
H 0.8565 -2.6094 -6.4600 0.010 0.002 0.001 0.105
C 1.6602 4.8111 0.3176 0.021 0.027 0.070 -0.205
Si 1.4448 3.1553 1.1832 -0.022 -0.028 -0.038 0.328
C 0.6341 3.4661 2.8494 0.059 0.052 -0.008 -0.202
C 3.1362 2.3719 1.4329 -0.003 0.071 0.043 -0.202
As 0.0196 1.7225 -0.1027 -0.014 0.232 -0.036 0.842
Si -2.0278 2.8851 0.2764 0.091 0.051 -0.058 0.304
C -1.8239 4.7484 0.2314 -0.085 -0.014 0.045 -0.209
C -3.3879 2.4740 -0.9446 -0.035 0.045 0.048 -0.210
C -2.5985 2.3354 1.9859 -0.070 -0.009 -0.038 -0.209
Si 0.9436 2.1946 -2.2686 -0.044 0.066 0.091 0.329
C 0.3341 3.8455 -2.9211 0.064 -0.042 -0.086 -0.198
C 0.4790 0.8666 -3.5027 -0.027 0.026 -0.038 -0.198
C 2.7940 2.1478 -2.0127 -0.018 -0.022 -0.119 -0.200
H 1.7489 5.5881 1.0837 0.023 -0.011 -0.026 0.044
H 0.8304 5.0867 -0.3284 -0.024 -0.009 0.007 -0.002
H 2.5758 4.8364 -0.2754 -0.030 -0.025 -0.004 0.028
H 1.3138 4.1093 3.4191 -0.024 -0.023 0.008 0.047
H 0.4800 2.5566 3.4303 -0.024 0.028 -0.049 0.005
H -0.3192 3.9897 2.7756 -0.007 0.005 -0.035 0.017
H 3.3521 2.2942 2.5020 0.008 -0.028 -0.021 0.031
H 3.9061 3.0096 0.9928 -0.025 -0.002 0.009 0.039
H 3.2265 1.3843 0.9844 -0.017 -0.008 -0.002 0.003
H -1.5439 5.1110 -0.7585 0.015 -0.019 -0.005 0.023
H -1.1093 5.1443 0.9520 0.001 -0.041 0.002 0.015
H -2.8017 5.1804 0.4694 0.020 0.000 -0.006 0.044
H -3.1474 2.7450 -1.9749 0.037 -0.029 0.010 0.036
H -4.2574 3.0705 -0.6479 0.014 -0.003 -0.028 0.045
H -3.6901 1.4272 -0.9185 0.019 0.020 0.006 0.015
H -1.7989 1.9031 2.5869 0.038 0.012 -0.001 -0.001
H -3.3954 1.5932 1.8834 0.026 -0.003 0.013 0.028
H -3.0121 3.1830 2.5381 -0.004 -0.015 -0.005 0.045
H -0.6923 4.0577 -2.6184 -0.013 -0.025 -0.011 0.010
H 0.3499 3.8178 -4.0147 0.026 0.011 0.023 0.039
H 0.9632 4.6770 -2.6043 -0.012 0.009 0.047 0.027
H -0.4848 1.0618 -3.9801 0.024 -0.005 0.027 0.038
H 0.4594 -0.1429 -3.0903 0.022 0.022 0.021 0.004
H 1.2388 0.8788 -4.2916 -0.022 -0.012 0.004 0.050
H 3.1791 3.0254 -1.4925 -0.027 -0.037 0.017 0.015
H 3.2747 2.1046 -2.9950 0.012 0.021 0.026 0.045
H 3.0898 1.2517 -1.4631 -0.005 -0.016 -0.002 0.009
F 2.1118 -0.5497 0.4571 -0.015 0.141 -0.043 -0.473


Record 2
100
Properties=species:S:1:pos:R:3:forces:R:3:lowdin_charge:R:1 method="wB97M-V/def2-TZVPD" gap_ev=7.510 total_charge=-1 total_energy_ha=-3316.69913 homo_energy_ev=-5.16
Ba 0.0325 -1.2995 -1.9431 -0.116 -0.298 0.584 1.733
C 4.9100 -3.5879 -1.2742 0.354 0.786 2.562 -0.063
C 3.9848 -2.4698 -1.7485 -1.091 0.919 0.108 -0.371
C 4.6042 -1.6393 -2.8935 -1.720 -0.234 -1.204 -0.099
C 3.5435 -1.5414 -0.6207 -0.340 1.483 2.268 -0.234
C 4.3971 -0.7706 0.2811 -0.716 -0.383 -0.995 0.027
C 3.5690 -0.1779 1.2187 -0.071 -0.372 0.190 -0.233
C 3.8928 0.6939 2.4149 -0.313 -1.303 1.108 -0.360
C 4.1741 -0.2527 3.6329 -1.191 0.440 0.659 -0.063
C 5.0816 1.5655 2.1567 1.819 -0.623 0.229 -0.086
N 2.3213 -0.5988 0.9965 -0.917 -0.839 -3.065 0.034
N 2.2524 -1.3433 -0.2303 2.253 -0.222 1.201 -0.001
B 0.9930 -0.3479 1.6776 -0.745 0.835 2.567 -0.597
N -1.3410 -1.2535 1.3875 0.098 0.239 -2.539 -0.042
N -2.0902 -1.0752 0.1787 1.681 -0.344 2.602 0.094
C -3.3264 -1.3711 0.5693 0.886 1.615 -3.290 -0.364
C -3.4645 -1.6447 1.8566 1.546 -2.108 4.186 0.006
C -2.1167 -1.6652 2.4139 -0.800 -0.540 -1.232 -0.139
C -1.6806 -2.1942 3.7794 -0.170 1.478 -0.313 -0.361
C -2.8014 -1.6900 4.7250 1.209 1.798 0.854 -0.075
C -1.6541 -3.6937 3.8236 0.173 -1.153 -0.450 -0.075
C -4.4068 -1.0631 -0.3712 -1.114 -1.435 -0.792 -0.336
C -5.7149 -1.8215 0.0056 1.947 -1.331 0.224 -0.062
C -4.0055 -1.1403 -1.8839 -1.315 -0.429 0.494 -0.056
N 0.5058 1.1962 1.5036 -0.473 -0.291 0.302 0.049
N 1.0573 1.8489 0.4368 -0.025 -0.021 0.834 0.109
C 0.6508 3.1108 0.4770 0.835 -0.386 0.308 -0.273
C -0.2748 3.2922 1.5353 -0.353 -0.508 0.517 0.014
C -0.3280 2.0578 2.2131 1.154 0.856 -2.767 -0.209
C -1.1047 1.8416 3.4478 -0.953 -0.586 -1.185 -0.412
C -0.4841 2.6095 4.5587 0.894 -0.792 2.601 -0.073
C -2.6034 2.1353 3.2275 0.414 -0.475 1.196 -0.048
C 1.3782 4.1514 -0.3791 0.907 -1.488 0.777 -0.365
C 2.3473 3.4599 -1.3943 -2.659 -1.399 1.296 -0.051
C 0.3204 5.0071 -0.9373 0.058 3.101 -1.897 -0.118
H 4.3284 -4.5200 -1.0407 0.826 0.873 -0.043 0.092
H 5.6797 -3.7474 -1.9974 0.359 -0.534 -0.645 0.048
H 5.4812 -3.1688 -0.3346 -1.075 -1.201 -1.501 0.108
H 3.0629 -2.9734 -2.0682 0.083 0.335 -0.325 0.101
H 5.6535 -1.6293 -2.8682 1.641 -0.138 0.315 0.044
H 4.3217 -2.0979 -3.8855 0.231 0.570 0.929 0.092
H 4.2989 -0.5786 -2.9045 -0.129 -0.626 0.049 0.026
H 5.4507 -0.5747 0.1993 0.196 -0.228 -0.076 0.097
H 3.0163 1.2818 2.7007 -0.040 0.036 -0.360 0.126
H 5.0858 -0.8137 3.5165 0.185 -0.568 -0.466 0.065
H 4.3376 0.2828 4.5864 -0.185 0.313 -0.451 0.072
H 3.2814 -0.8993 3.8332 0.915 0.256 -0.387 0.075
H 5.0046 2.0181 1.1702 -0.056 0.693 0.249 0.076
H 5.3252 2.2502 3.0210 -0.416 -0.466 -1.164 0.097
H 5.9637 0.8622 2.0476 -0.642 0.793 0.235 0.088
H 1.0990 -0.6733 2.9307 -0.109 0.875 -1.006 0.117
H -4.3354 -2.1564 2.2823 0.481 0.714 0.172 0.116
H -0.6610 -1.7714 3.9594 -0.882 -0.159 0.313 0.131
H -3.7163 -2.2837 4.6414 0.114 0.366 -0.193 0.079
H -2.5216 -1.6107 5.7907 0.173 -0.826 -0.279 0.078
H -2.9149 -0.5983 4.5199 -0.708 -0.844 -0.212 0.070
H -2.6395 -4.0250 3.3732 1.248 -0.236 0.691 0.104
H -0.7859 -4.0987 3.2676 -0.698 0.126 -0.170 0.090
H -1.4777 -4.0667 4.8591 -0.612 0.315 -0.552 0.088
H -4.6854 -0.0741 -0.0919 0.000 1.337 -0.428 0.127
H -5.5604 -2.9117 0.0984 0.237 0.237 -0.282 0.088
H -6.0473 -1.5542 1.0081 -0.508 0.543 -0.383 0.069
H -6.3623 -1.6975 -0.8201 -1.390 0.420 -0.352 0.052
H -3.6205 -2.1224 -2.2448 -0.213 0.601 0.628 0.076
H -4.9176 -0.8998 -2.4699 0.489 -0.126 0.163 0.078
H -3.2913 -0.3665 -2.0993 0.458 0.308 -0.147 0.045
H -0.9335 4.1437 1.7923 0.872 -0.456 -0.244 0.109
H -1.1356 0.7786 3.5874 0.634 -0.744 0.849 0.102
H -0.3234 3.7164 4.4045 -0.173 -1.393 0.057 0.102
H -1.0891 2.3922 5.4619 -0.160 0.811 -0.216 0.073
H 0.4437 2.0525 4.9035 -0.388 1.156 -0.863 0.098
H -2.6949 3.1268 2.8437 -0.574 0.825 0.019 0.056
H -2.9591 1.4464 2.4873 -0.358 -0.358 -0.518 0.062
H -3.1823 1.9385 4.1789 0.551 0.552 -0.961 0.094
H 1.9783 4.8143 0.3104 -0.499 -0.734 -0.457 0.147
H 1.7077 2.9489 -2.0978 -0.291 0.030 -0.721 0.058
H 3.0353 4.0260 -1.9162 1.252 1.683 -0.849 0.044
H 2.8291 2.5940 -0.9712 0.484 0.002 0.658 0.053
H 0.8487 5.8726 -1.4521 -0.822 -0.710 0.258 0.096
H -0.4575 4.6494 -1.6324 0.691 -0.600 0.186 0.092
H -0.2219 5.4657 -0.1281 -0.317 0.245 0.442 0.055
O -1.5458 -3.4567 -2.4636 0.579 -0.986 0.306 -0.711
Cl -0.6798 -4.7169 -2.2919 0.058 0.826 0.080 0.852
O -1.1482 -5.4594 -1.1068 0.499 0.759 -0.611 -0.476
O 0.0423 -1.3312 1.0959 -1.869 -0.417 0.128 -0.069
O 0.7207 -4.1538 -2.0784 -1.171 -0.289 0.175 -0.626
S 1.9767 0.1997 -3.9555 0.952 -0.501 0.663 0.467
C 0.5623 0.3539 -4.8008 0.518 1.660 -1.434 -1.201
N -0.6304 -0.0290 -4.4781 -1.323 -0.405 -0.521 -0.121
C -1.5743 0.4087 -5.4060 -1.783 0.940 -0.439 -0.307
C -3.0005 0.2655 -5.4069 1.660 -0.533 -0.210 -0.022
C -3.7711 0.8693 -6.3753 0.584 1.541 -1.130 -0.115
C -3.3119 1.9203 -7.2358 1.342 -2.055 0.402 -0.088
C -1.9098 2.0741 -7.2505 -0.881 -0.014 0.713 -0.116
C -1.1200 1.2401 -6.4300 1.249 1.429 -0.376 -0.492
S 0.6477 1.4017 -6.3363 -1.158 -1.028 1.127 0.928
H -3.4097 -0.4442 -4.7314 -0.539 -0.507 0.471 0.081
H -4.7437 0.5487 -6.6351 -1.202 -0.392 0.667 0.077
H -4.0057 2.3099 -7.9931 0.526 0.248 0.557 0.094
H -1.4170 2.9231 -7.7149 -0.062 -0.339 -0.463 0.092